Molecular formula: C83H192F24N5O2P7
Method: DFT, ωB97M-V/def2-TZVPD

## Properties
Kohn-Sham gap	10.674	eV
highest occupied orbital energy	-15.798	eV
molar mass	1965.25	g/mol
max |F|	3.19	eV Å⁻¹
calculated total energy	-8487.9202	a.u.

```
! RIJCOSX wB97M-V def2-TZVPD def2/J DEFGRID3
* xyz 4 1
C 20.492 15.081 29.660
C 20.354 16.455 29.040
C 20.747 17.509 30.050
C 22.094 17.161 30.710
P 22.860 18.625 31.401
C 24.328 18.063 32.222
C 24.425 16.568 32.682
C 25.886 16.284 33.131
C 26.033 14.824 33.644
C 21.730 19.224 32.623
C 21.749 18.688 34.102
C 20.611 17.716 34.322
C 20.778 16.858 35.534
C 23.202 20.063 30.244
C 24.001 19.763 29.001
C 23.326 18.874 27.874
C 24.410 18.689 26.848
H 20.046 15.096 30.692
H 21.460 14.657 29.661
H 19.931 14.396 29.051
H 19.300 16.659 28.785
H 21.020 16.532 28.202
H 19.976 17.617 30.766
H 20.853 18.437 29.486
H 22.878 16.775 30.063
H 22.028 16.625 31.640
H 24.463 18.711 33.112
H 25.013 18.201 31.400
H 24.148 15.881 31.880
H 23.825 16.387 33.544
H 26.214 16.986 33.841
H 26.495 16.506 32.257
H 27.093 14.546 33.837
H 25.599 14.169 32.862
H 25.456 14.602 34.569
H 20.725 19.194 32.213
H 21.973 20.313 32.712
H 21.742 19.603 34.716
H 22.640 18.175 34.310
H 20.513 17.168 33.397
H 19.663 18.290 34.346
H 20.863 17.482 36.477
H 21.658 16.225 35.522
H 19.862 16.288 35.611
H 23.807 20.765 30.901
H 22.250 20.586 30.070
H 24.946 19.245 29.245
H 24.299 20.686 28.566
H 22.500 19.323 27.421
H 23.012 17.892 28.148
H 24.152 17.964 26.153
H 25.366 18.443 27.213
H 24.555 19.668 26.380
C 34.357 13.489 32.981
C 33.161 12.663 33.379
C 31.771 13.132 32.928
C 31.616 12.917 31.394
P 30.224 13.660 30.574
C 30.071 15.458 30.832
C 29.437 15.825 32.195
C 29.409 17.417 32.453
C 30.781 18.031 32.650
C 30.571 13.250 28.821
C 29.420 13.684 27.866
C 29.400 12.836 26.601
C 28.522 13.270 25.437
C 28.650 12.976 31.175
C 28.634 11.488 30.924
C 27.394 10.796 31.506
C 27.401 10.836 33.020
H 35.250 13.181 33.428
H 34.367 14.591 33.273
H 34.533 13.471 31.876
H 33.123 12.612 34.441
H 33.241 11.602 33.099
H 31.752 14.216 33.336
H 31.026 12.537 33.450
H 31.703 11.882 31.216
H 32.333 13.491 30.857
H 29.477 15.886 30.000
H 31.044 15.913 30.870
H 29.970 15.417 33.011
H 28.452 15.392 32.324
H 28.817 17.489 33.338
H 28.881 17.952 31.635
H 31.274 18.153 31.684
H 31.471 17.494 33.387
H 30.633 18.952 33.118
H 30.704 12.183 28.825
H 31.558 13.624 28.590
H 29.540 14.677 27.501
H 28.459 13.574 28.440
H 29.205 11.823 26.839
H 30.443 12.845 26.288
H 27.530 12.793 25.511
H 29.012 13.033 24.386
H 28.198 14.321 25.475
H 27.753 13.479 30.769
H 28.643 13.112 32.252
H 29.583 11.135 31.194
H 28.601 11.331 29.826
H 27.219 9.808 31.083
H 26.505 11.379 31.127
H 27.249 11.820 33.471
H 28.303 10.431 33.447
H 26.549 10.279 33.460
C 25.261 12.779 19.587
C 23.910 13.545 19.382
C 23.788 14.101 17.956
C 22.467 14.885 17.796
P 21.867 15.381 16.186
C 21.279 13.894 15.374
C 20.274 14.180 14.256
C 20.117 12.925 13.492
C 19.221 13.089 12.195
C 20.538 16.534 16.486
C 20.867 18.002 16.501
C 21.708 18.500 17.661
C 21.928 20.004 17.851
C 22.946 16.269 15.081
C 24.174 15.516 14.643
C 25.296 16.488 14.173
C 26.539 15.697 13.776
H 25.211 12.088 20.429
H 26.060 13.460 19.673
H 25.595 12.126 18.776
H 23.949 14.318 20.104
H 23.031 12.936 19.596
H 23.809 13.232 17.290
H 24.660 14.667 17.674
H 22.456 15.815 18.392
H 21.718 14.162 18.121
H 20.761 13.247 16.130
H 22.161 13.305 15.111
H 20.595 14.922 13.608
H 19.360 14.549 14.680
H 19.578 12.283 14.196
H 21.091 12.491 13.205
H 19.732 13.816 11.600
H 18.236 13.462 12.475
H 19.091 12.155 11.526
H 19.998 16.183 17.358
H 19.942 16.335 15.558
H 19.872 18.482 16.566
H 21.269 18.273 15.528
H 22.677 17.990 17.695
H 21.199 18.221 18.570
H 22.520 20.184 18.752
H 20.966 20.462 17.937
H 22.340 20.496 17.034
H 23.226 17.143 15.680
H 22.467 16.690 14.210
H 23.973 14.766 13.832
H 24.515 14.904 15.518
H 25.537 17.215 14.987
H 24.803 17.112 13.420
H 27.325 16.369 13.440
H 26.226 14.995 13.019
H 26.903 15.058 14.573
C 27.072 22.165 21.672
C 26.514 21.136 22.721
C 27.081 19.693 22.546
C 26.405 18.816 23.561
N 27.008 17.427 23.637
C 26.156 16.527 24.617
C 26.016 15.201 23.901
C 26.929 15.203 22.682
C 26.846 16.745 22.352
C 28.384 17.434 24.024
H 26.346 23.003 21.645
H 27.124 21.911 20.586
H 28.086 22.464 21.974
H 25.444 21.038 22.596
H 26.836 21.455 23.728
H 28.201 19.822 22.628
H 26.881 19.214 21.581
H 25.360 18.561 23.414
H 26.368 19.406 24.509
H 26.714 16.578 25.583
H 25.212 17.018 24.768
H 26.102 14.329 24.557
H 25.039 15.183 23.490
H 27.974 14.904 22.760
H 26.527 14.723 21.823
H 27.526 17.208 21.688
H 25.883 17.029 22.034
H 28.655 16.389 24.286
H 28.456 18.114 24.843
H 29.111 17.717 23.234
C 23.707 10.693 28.323
C 22.614 11.760 28.011
C 22.530 12.144 26.542
C 21.659 13.364 26.462
N 21.233 13.811 25.041
C 20.137 14.794 25.081
C 19.453 14.708 23.740
C 19.973 13.459 23.003
C 20.625 12.701 24.108
C 22.427 14.411 24.333
H 24.635 11.192 28.677
H 24.051 10.129 27.461
H 23.501 9.952 29.085
H 22.788 12.704 28.542
H 21.648 11.317 28.238
H 22.105 11.370 25.884
H 23.493 12.411 26.169
H 22.176 14.196 26.887
H 20.736 13.130 27.047
H 20.540 15.703 25.359
H 19.494 14.493 25.845
H 19.672 15.566 23.195
H 18.373 14.528 23.876
H 20.677 13.795 22.240
H 19.144 12.805 22.644
H 21.383 12.007 23.803
H 19.853 12.257 24.716
H 22.187 14.818 23.370
H 23.124 13.559 24.083
H 22.922 15.134 24.986
C 16.387 19.060 22.434
C 15.021 18.388 22.594
C 13.906 19.119 21.821
C 13.717 20.552 22.187
N 12.769 21.269 21.167
C 12.540 22.705 21.721
C 11.252 23.195 21.050
C 10.422 21.886 20.784
C 11.401 20.755 21.147
C 13.283 21.292 19.829
H 16.436 19.956 23.020
H 16.667 19.371 21.426
H 17.227 18.390 22.754
H 14.661 18.328 23.631
H 15.158 17.371 22.172
H 13.022 18.515 21.936
H 14.109 19.179 20.780
H 14.669 21.144 22.019
H 13.415 20.755 23.202
H 13.442 23.214 21.559
H 12.419 22.624 22.746
H 11.448 23.755 20.113
H 10.768 23.875 21.725
H 10.123 21.825 19.751
H 9.596 21.873 21.484
H 11.280 19.810 20.650
H 11.217 20.505 22.167
H 12.654 22.029 19.362
H 13.161 20.311 19.350
H 14.264 21.679 19.740
C 15.104 10.008 20.959
C 14.937 10.205 19.456
C 13.858 11.295 19.201
O 14.039 11.654 17.855
C 13.293 12.720 17.448
N 16.241 10.652 18.715
H 15.845 10.947 17.828
H 16.816 11.364 19.243
H 16.824 9.812 18.511
H 15.818 9.183 21.167
H 14.131 9.694 21.369
H 15.469 10.955 21.442
H 14.619 9.314 18.906
H 13.832 12.171 19.777
H 12.904 10.756 19.388
H 13.428 12.852 16.401
H 13.522 13.633 17.979
H 12.158 12.578 17.578
C 16.823 6.604 28.285
C 18.132 6.862 28.972
C 19.318 6.171 28.397
O 20.396 6.486 29.155
C 21.529 5.663 28.980
N 18.446 8.367 28.806
H 18.601 8.578 27.807
H 17.703 8.990 29.092
H 19.341 8.447 29.249
H 15.998 7.166 28.696
H 16.565 5.574 28.366
H 16.861 6.836 27.214
H 18.046 6.723 30.066
H 19.407 6.379 27.344
H 19.089 5.072 28.515
H 21.264 4.626 29.177
H 22.253 5.964 29.719
H 22.024 5.749 27.983
P 18.598 13.240 18.482
F 18.205 12.221 19.743
F 19.934 12.419 18.222
F 17.834 12.207 17.522
F 18.886 14.141 17.124
F 17.192 13.962 18.719
F 19.430 14.284 19.449
P 25.014 15.038 28.515
F 25.950 15.781 27.369
F 24.851 13.753 27.644
F 26.386 14.416 29.270
F 24.125 14.377 29.688
F 24.995 16.447 29.375
F 23.659 15.546 27.723
P 17.514 10.684 26.084
F 17.786 12.198 25.822
F 19.156 10.367 26.047
F 17.780 10.936 27.692
F 17.273 9.161 26.391
F 15.898 10.958 26.224
F 17.361 10.455 24.496
P 22.661 17.642 22.197
F 21.633 17.946 20.988
F 23.888 17.804 21.225
F 22.708 19.229 22.568
F 23.695 17.288 23.392
F 21.466 17.472 23.237
F 22.729 16.027 21.827
*
```